Record 1
86
Properties=species:S:1:pos:R:3:lowdin_charge:R:1 method="wB97M-V/def2-TZVPD" multiplicity=3 max_force_ev_per_a=0.77 e_tot_ha=-4807.41925 mol_weight_g_mol=779.5 total_charge=-1 homo_lumo_gap_ev="5.3 / 7.7"
Ti 0.7936 -0.4951 0.5828 0.93
C -1.8106 -3.2022 -2.3269 -0.07
C -2.2124 -3.8400 -1.0019 -0.37
C -3.7353 -3.8523 -0.8860 -0.09
C -1.5163 -3.2540 0.2205 -0.17
C -0.1172 -3.1104 0.2675 -0.05
C 0.5321 -2.8697 1.4805 -0.11
C -0.1880 -2.6843 2.6711 -0.28
C 0.4993 -2.4687 3.9886 -0.04
C -1.5669 -2.7135 2.5884 -0.04
C -2.2139 -3.0039 1.3924 -0.03
H -2.2071 -2.1880 -2.3996 0.07
H -2.2067 -3.7901 -3.1576 0.08
H -0.7328 -3.1430 -2.4537 0.04
H -1.8859 -4.8875 -1.0358 0.14
H -4.1253 -2.8365 -0.7786 0.08
H -4.0889 -4.4481 -0.0426 0.07
H -4.1631 -4.2761 -1.7957 0.08
H 0.4831 -3.2822 -0.6201 0.12
H 1.6158 -2.8946 1.5242 0.12
H 0.0180 -3.0572 4.7720 0.08
H 0.4610 -1.4143 4.2625 0.08
H 1.5510 -2.7475 3.9346 0.08
H -2.1580 -2.5392 3.4810 0.12
H -3.2933 -3.0676 1.4009 0.10
Cl 7.9906 -0.2933 1.7440 0.61
C 6.3378 -0.4819 1.1998 -0.69
C 6.1124 -0.8447 -0.1258 -0.16
C 4.7960 -0.9920 -0.5436 -0.59
Cl 4.4738 -1.4413 -2.1801 0.74
C 3.7113 -0.7895 0.3120 -0.33
O 2.4658 -0.9345 -0.1314 -0.23
C 3.9652 -0.4154 1.6733 -0.15
C 2.9390 -0.1840 2.6028 -0.21
O 1.6592 -0.3075 2.4130 -0.23
C 5.3189 -0.2706 2.0842 -0.09
H 6.9268 -1.0078 -0.8147 0.09
H 3.2535 0.1252 3.6042 0.12
H 5.5359 0.0101 3.1071 0.10
C 1.4129 2.8450 3.5823 -0.03
C 0.0455 3.4008 3.2139 -0.61
C 0.1589 4.5477 2.2180 -0.03
C -0.7168 3.8386 4.4560 -0.03
O -0.7668 2.3260 2.6649 -0.14
P -0.6102 1.7224 1.2042 0.25
O -1.0809 0.2751 1.2425 -0.34
O 0.8061 1.7347 0.6954 -0.30
O -1.5269 2.6120 0.2661 -0.15
C -2.9752 2.5250 0.1508 -0.61
C -3.3689 3.8355 -0.5133 -0.03
C -3.3187 1.3404 -0.7424 -0.04
C -3.6288 2.3880 1.5183 -0.03
H 2.0004 3.6171 4.0841 0.09
H 1.9419 2.5104 2.6915 0.07
H 1.2995 1.9922 4.2528 0.09
H 0.7382 5.3581 2.6641 0.09
H -0.8290 4.9294 1.9543 0.08
H 0.6677 4.2218 1.3102 0.08
H -0.1797 4.6411 4.9638 0.09
H -0.8243 2.9984 5.1428 0.09
H -1.7109 4.1978 4.1844 0.08
H -2.8240 3.9536 -1.4499 0.09
H -3.1322 4.6784 0.1385 0.08
H -4.4395 3.8432 -0.7245 0.09
H -2.8107 1.4357 -1.7020 0.07
H -4.3969 1.3004 -0.9100 0.09
H -2.9926 0.4100 -0.2771 0.07
H -3.3787 3.2342 2.1592 0.08
H -3.3153 1.4679 2.0123 0.08
H -4.7123 2.3570 1.3863 0.09
O 2.9807 -2.6439 -4.7352 -0.33
S 1.5609 -2.4851 -4.5827 0.62
O 0.7315 -3.5982 -4.9660 -0.31
N 1.1518 -1.9904 -3.0657 -0.09
C 0.5689 -0.8263 -3.0883 -0.75
S -0.2017 -0.0488 -1.7878 0.77
C 0.4888 -0.1832 -4.4381 -0.22
C -0.0149 1.0603 -4.7845 -0.03
C 0.0274 1.4357 -6.1202 -0.08
C 0.5622 0.5913 -7.0897 -0.08
C 1.0701 -0.6544 -6.7417 -0.04
C 1.0172 -1.0090 -5.4107 -0.21
H -0.4173 1.7105 -4.0192 0.09
H -0.3567 2.4045 -6.4152 0.10
H 0.5861 0.9125 -8.1235 0.10
H 1.4943 -1.3201 -7.4820 0.12

Record 2
99
Properties=species:S:1:pos:R:3:lowdin_charge:R:1 method="wB97M-V/def2-TZVPD" multiplicity=2 max_force_ev_per_a=3.79 e_tot_ha=-5823.22967 mol_weight_g_mol=1192.6 homo_lumo_gap_ev="6.9 / 6.6"
Hg -0.6623 -0.5835 -0.6614 1.06
C -3.8440 -2.4866 4.0231 -0.09
N -3.0062 -2.7106 2.8395 -0.29
C -3.1385 -3.9924 2.1742 -0.15
P -2.0735 -1.5108 2.2452 0.51
O -1.5414 -1.8846 0.8649 -0.42
O -0.7919 -1.4392 3.2285 -0.27
P 0.7109 -1.2820 2.6450 0.49
O 0.8519 -0.2141 1.6421 -0.33
N 1.5048 -0.8895 4.0678 -0.29
C 1.3590 -1.8414 5.1833 -0.11
C 2.9251 -0.6123 3.8124 -0.11
N 1.2437 -2.7368 1.9980 -0.28
C 2.1219 -2.6161 0.8279 -0.10
C 0.6114 -4.0642 2.1606 -0.08
N -2.8072 -0.0861 2.5467 -0.27
C -2.0040 1.0560 3.0036 -0.05
C -4.2104 0.0325 2.1930 -0.10
H -4.9322 -2.2997 3.8674 0.10
H -3.4700 -1.6382 4.5734 0.07
H -3.7238 -3.4025 4.6056 0.08
H -4.0653 -4.0175 1.6496 0.00
H -3.1694 -4.8007 2.9395 0.09
H -2.3054 -4.2022 1.4858 0.07
H 0.2955 -2.1365 5.2521 0.08
H 1.7237 -1.3546 6.1170 0.10
H 1.9982 -2.7433 5.0291 0.09
H 3.0523 -0.0776 2.8783 0.05
H 3.4959 -1.5632 3.7901 0.09
H 3.4016 0.0047 4.5915 0.09
H 2.5576 -1.6210 0.7951 0.05
H 1.5487 -2.8127 -0.0964 0.08
H 2.8849 -3.4424 0.8601 0.10
H -0.1468 -3.9488 2.9591 0.08
H 1.3889 -4.7934 2.4363 0.09
H 0.0980 -4.3636 1.2747 0.07
H -2.6845 1.8160 3.2835 0.08
H -1.2740 1.4075 2.2604 0.05
H -1.4449 0.7656 3.8867 0.08
H -4.5668 -0.9937 1.9924 0.04
H -4.4076 0.6311 1.2829 0.08
H -4.7210 0.4287 3.0553 0.08
Cl -3.8041 -5.0611 -2.4149 0.69
C -3.2885 -3.5248 -2.7388 -1.30
Cl -4.3124 -2.5548 -3.7188 0.67
Cl -4.4939 -2.5889 -0.3912 -0.07
C -2.1173 -2.9566 -2.3418 -0.38
N -1.0537 -2.4511 -2.1841 0.11
F 7.1122 0.9123 1.1660 0.15
C 6.8281 0.4900 -0.0609 -0.57
F 7.6006 1.1995 -0.8818 0.15
F 7.3130 -0.7886 -0.1349 0.12
C 5.3430 0.6021 -0.4454 -0.10
C 4.4039 1.0026 0.4755 -0.02
C 3.0752 1.1497 0.1241 -0.09
C 2.6600 0.7731 -1.1656 -0.28
C 3.5997 0.2331 -2.0856 -0.04
C 4.9267 0.1060 -1.6790 0.00
P 0.8663 1.0469 -1.6155 1.06
C 0.4081 2.6813 -0.9519 -0.33
C -0.3906 2.7929 0.1698 -0.10
C -0.5304 3.9306 0.9119 0.03
C 0.2231 5.0590 0.5037 -0.10
C 1.0096 4.9671 -0.6239 0.00
C 1.1107 3.8083 -1.3687 -0.06
C 0.1351 6.2912 1.3388 -0.59
F 1.0625 7.2064 1.1433 0.17
F -1.0710 6.9000 1.0660 0.12
F 0.1124 5.9460 2.6374 0.14
C 0.7646 1.0735 -3.4195 -0.35
C 0.3381 2.1013 -4.2262 -0.05
C 0.3114 1.9841 -5.6195 0.02
C 0.6493 0.7853 -6.1951 -0.12
C 0.9868 -0.3284 -5.4299 0.02
C 1.0549 -0.1720 -4.0388 -0.08
C 0.6395 0.5503 -7.6795 -0.55
F 1.7931 -0.0237 -8.1312 0.12
F -0.3043 -0.3335 -8.0138 0.16
F 0.4985 1.6704 -8.4507 0.12
H 4.7392 1.2825 1.4752 0.13
H 2.3791 1.4885 0.8770 0.10
H 3.3139 -0.0039 -3.0785 0.08
H 5.6712 -0.3196 -2.3456 0.13
H -1.0551 1.9652 0.4223 0.05
H -1.1855 3.9231 1.8028 0.14
H 1.5881 5.8603 -0.9515 0.14
H 1.6966 3.7795 -2.2288 0.10
H -0.0900 2.9696 -3.7072 0.12
H -0.0372 2.8278 -6.2406 0.14
H 1.1544 -1.2568 -5.9204 0.12
H 1.3820 -1.0270 -3.4847 0.09
C -4.8947 0.6325 -2.1455 -0.14
S -3.1859 1.1591 -1.8415 0.39
O -2.8660 0.8946 -0.3892 -0.47
O -3.0129 2.5306 -2.1876 -0.34
O -2.3225 0.2491 -2.6405 -0.45
H -5.6100 1.1829 -1.4898 0.08
H -4.8596 -0.3944 -1.8372 -0.05
H -5.0487 0.7966 -3.1823 0.05